(1)
{"formula": "CH3I2P", "method": "ωB97M-V with the def2-TZVPD basis set", "total_charge": 0, "spin_multiplicity": 1, "gap_ev": 8.7, "e_lumo_ev": -0.59, "e_homo_ev": -9.2807, "relative_energy_kj_mol": 234.6, "elements": ["C", "P", "I", "I", "H", "H", "H"], "positions_angstrom": [[-1.153, 0.086, 0.547], [0.311, -0.785, -0.256], [-2.895, -1.109, -0.019], [-1.440, 2.195, -0.032], [-1.024, 0.193, 1.556], [1.228, 0.426, -0.304], [-0.255, -0.696, -1.705]]}

=====

(2)
{"formula": "C5H7NO", "method": "ωB97M-V with the def2-TZVPD basis set", "total_charge": 0, "spin_multiplicity": 1, "gap_ev": 9.0, "e_lumo_ev": 0.63, "e_homo_ev": -8.3287, "relative_energy_kj_mol": 284.5, "elements": ["C", "C", "N", "C", "C", "C", "O", "H", "H", "H", "H", "H", "H", "H"], "positions_angstrom": [[-1.919, -0.223, 0.062], [-0.481, 0.209, 0.241], [0.411, -0.632, 1.067], [1.721, -0.385, 0.983], [1.834, 0.338, -0.351], [0.429, 0.474, -0.959], [0.117, 0.703, -2.103], [-2.412, 0.516, -0.579], [-2.412, -0.231, 1.042], [-2.027, -1.215, -0.389], [0.196, -1.588, 1.284], [-0.490, 1.155, 0.797], [2.378, -0.484, -0.843], [2.470, 1.211, -0.472]]}

=====

(3)
{"formula": "C3H8N4O", "method": "ωB97M-V with the def2-TZVPD basis set", "total_charge": 0, "spin_multiplicity": 1, "gap_ev": 8.5, "e_lumo_ev": 0.87, "e_homo_ev": -7.6165, "relative_energy_kj_mol": 501.1, "smiles": "Cc1c(N)n(N)n1O", "elements": ["C", "C", "C", "N", "N", "O", "N", "N", "H", "H", "H", "H", "H", "H", "H", "H"], "positions_angstrom": [[-0.797, -1.847, 0.986], [0.396, -0.152, -0.687], [-0.252, -0.599, 0.408], [1.213, 2.116, -0.396], [1.201, -0.623, -1.699], [-1.623, 1.228, 1.250], [-0.361, 0.736, 0.944], [0.160, 1.219, -0.376], [-2.255, 0.989, 0.550], [0.866, 3.037, -0.150], [1.967, 1.855, 0.241], [0.933, -1.526, -2.060], [1.362, 0.066, -2.419], [-0.253, -2.122, 1.890], [-0.709, -2.655, 0.263], [-1.847, -1.722, 1.255]]}

=====

(4)
{"formula": "C36H38F3NO2", "method": "ωB97M-V with the def2-TZVPD basis set", "total_charge": 0, "spin_multiplicity": 1, "gap_ev": 9.1, "e_lumo_ev": 0.49, "e_homo_ev": -8.6399, "elements": ["C", "H", "H", "H", "O", "C", "O", "C", "C", "C", "C", "C", "C", "H", "H", "C", "C", "H", "H", "C", "C", "C", "C", "C", "C", "C", "C", "H", "H", "H", "H", "H", "N", "C", "C", "C", "C", "C", "C", "C", "H", "H", "H", "H", "H", "H", "H", "H", "H", "H", "H", "H", "H", "C", "C", "H", "C", "C", "C", "C", "C", "C", "C", "H", "H", "C", "F", "F", "F", "H", "H", "H", "H", "H", "H", "C", "H", "H", "H", "H"], "positions_angstrom": [[3.999, -8.568, -1.374], [5.015, -8.533, -1.758], [3.347, -9.111, -2.062], [3.972, -9.066, -0.402], [3.573, -7.221, -1.251], [2.325, -7.045, -0.783], [1.603, -7.964, -0.480], [1.949, -5.616, -0.685], [0.683, -5.297, -0.199], [0.290, -3.979, -0.094], [1.155, -2.955, -0.472], [2.418, -3.278, -0.958], [2.816, -4.596, -1.067], [3.795, -4.844, -1.445], [3.092, -2.488, -1.254], [0.750, -1.536, -0.308], [1.266, -0.401, -1.208], [2.254, 0.006, -1.006], [1.160, -0.618, -2.269], [0.041, 0.328, -0.631], [-0.326, 1.735, -1.073], [-1.820, 1.929, -1.151], [-2.472, 1.848, -2.374], [-3.845, 2.002, -2.452], [-4.582, 2.240, -1.305], [-3.940, 2.318, -0.081], [-2.568, 2.160, -0.005], [-2.062, 2.233, 0.946], [-4.510, 2.505, 0.817], [-5.653, 2.365, -1.365], [-4.340, 1.941, -3.410], [-1.900, 1.668, -3.274], [0.283, 2.592, -0.042], [0.930, 3.778, -0.556], [-0.079, 4.775, -1.132], [0.629, 5.919, -1.857], [-0.391, 6.884, -2.454], [-1.309, 7.437, -1.369], [-2.005, 6.299, -0.628], [-0.975, 5.344, -0.035], [-0.359, 5.878, 0.693], [-1.476, 4.525, 0.480], [-2.639, 6.703, 0.164], [-2.647, 5.749, -1.321], [-2.051, 8.103, -1.814], [-0.719, 8.021, -0.659], [0.125, 7.704, -2.959], [-0.992, 6.356, -3.199], [1.268, 5.521, -2.650], [1.269, 6.454, -1.151], [-0.714, 4.249, -1.853], [1.677, 3.523, -1.334], [1.464, 4.249, 0.274], [1.115, 1.795, 0.861], [0.385, 0.462, 0.857], [-0.521, 0.580, 1.448], [1.048, -0.902, 1.099], [0.544, -1.768, 2.214], [-0.740, -1.693, 2.742], [-1.161, -2.580, 3.716], [-0.299, -3.567, 4.172], [0.985, -3.664, 3.655], [1.394, -2.767, 2.688], [2.393, -2.847, 2.287], [1.655, -4.432, 4.007], [-0.790, -4.529, 5.213], [-1.715, -5.378, 4.723], [0.180, -5.290, 5.737], [-1.382, -3.903, 6.248], [-2.158, -2.510, 4.122], [-1.435, -0.940, 2.407], [2.132, -0.803, 1.209], [1.142, 2.278, 1.841], [2.150, 1.693, 0.497], [0.114, 1.939, -2.062], [-0.674, -1.027, -0.652], [-1.472, -1.185, 0.068], [-0.993, -1.350, -1.640], [-0.691, -3.735, 0.283], [0.023, -6.100, 0.093]]}

=====

(5)
{"formula": "C22H45AsCl24IO4S2", "method": "ωB97M-V with the def2-TZVPD basis set", "total_charge": -1, "spin_multiplicity": 1, "gap_ev": 5.4, "e_lumo_ev": 1.39, "e_homo_ev": -4.0061, "relative_energy_kj_mol": 0.0, "elements": ["C", "C", "C", "O", "C", "O", "C", "S", "As", "C", "C", "C", "I", "O", "C", "O", "C", "S", "H", "H", "H", "H", "H", "H", "H", "H", "H", "H", "H", "H", "H", "H", "H", "H", "H", "H", "H", "H", "H", "C", "Cl", "Cl", "H", "H", "C", "Cl", "Cl", "H", "H", "C", "Cl", "Cl", "H", "H", "C", "Cl", "Cl", "H", "H", "C", "Cl", "Cl", "H", "H", "C", "Cl", "Cl", "H", "H", "C", "Cl", "Cl", "H", "H", "C", "Cl", "Cl", "H", "H", "C", "Cl", "Cl", "H", "H", "C", "Cl", "Cl", "H", "H", "C", "Cl", "Cl", "H", "H", "C", "Cl", "Cl", "H", "H"], "positions_angstrom": [[-3.750, 1.108, 3.718], [-4.189, 0.546, 2.355], [-4.952, -0.754, 2.494], [-4.321, -1.827, 3.187], [-4.632, -3.029, 2.500], [-5.618, -3.629, 2.861], [-3.701, -3.422, 1.383], [-4.434, -4.682, 0.319], [-3.192, -4.259, -1.721], [-2.074, -5.986, -1.421], [-0.592, -5.839, -1.718], [0.210, -7.154, -1.605], [-0.392, -8.575, -0.086], [-3.037, 0.418, 1.478], [-3.013, 1.560, 0.704], [-2.262, 2.492, 0.899], [-4.000, 1.526, -0.459], [-3.166, 0.635, -1.805], [-3.717, 0.330, 4.480], [-2.800, 1.635, 3.643], [-4.496, 1.840, 4.043], [-4.921, 1.244, 1.936], [-5.840, -0.497, 3.088], [-5.304, -1.065, 1.505], [-3.448, -2.542, 0.778], [-2.771, -3.749, 1.860], [-4.240, -5.112, -2.539], [-4.073, -2.962, -1.934], [-2.155, -3.392, -0.867], [-2.398, -3.930, -3.052], [-2.504, -6.691, -2.142], [-2.234, -6.334, -0.401], [-0.156, -5.021, -1.137], [-0.485, -5.530, -2.766], [1.265, -6.924, -1.449], [0.153, -7.704, -2.541], [-4.887, 0.976, -0.151], [-4.271, 2.532, -0.773], [-4.175, 0.250, -2.599], [-3.611, 3.830, -4.357], [-4.302, 2.523, -5.322], [-4.897, 4.882, -3.721], [-3.047, 3.415, -3.529], [-2.970, 4.419, -5.001], [-4.885, 8.030, -6.793], [-5.182, 9.312, -5.609], [-3.492, 6.977, -6.481], [-5.766, 7.402, -6.850], [-4.707, 8.513, -7.746], [-5.584, 8.146, 1.199], [-6.049, 9.772, 1.723], [-6.974, 7.267, 0.550], [-4.833, 8.233, 0.422], [-5.191, 7.603, 2.050], [-6.947, 11.217, -1.646], [-8.455, 12.124, -1.444], [-7.229, 9.774, -2.645], [-6.214, 11.883, -2.090], [-6.601, 10.900, -0.672], [1.021, -4.099, 2.392], [-0.084, -5.321, 1.808], [2.284, -3.775, 1.194], [0.476, -3.187, 2.604], [1.505, -4.470, 3.288], [0.044, 9.862, -4.565], [-0.552, 11.163, -3.535], [1.459, 9.073, -3.878], [-0.741, 9.135, -4.671], [0.309, 10.281, -5.528], [3.391, -10.082, -2.582], [3.661, -8.992, -1.217], [2.111, -9.532, -3.664], [4.310, -10.148, -3.152], [3.116, -11.055, -2.191], [5.952, -2.381, 2.016], [6.557, -1.990, 0.409], [6.775, -3.793, 2.702], [6.121, -1.533, 2.669], [4.898, -2.608, 1.947], [-2.617, 11.979, -0.776], [-3.830, 12.478, -1.971], [-3.345, 10.960, 0.477], [-1.836, 11.438, -1.289], [-2.206, 12.860, -0.300], [10.474, -4.885, 3.858], [11.968, -4.563, 2.971], [10.601, -4.362, 5.542], [9.661, -4.350, 3.383], [10.286, -5.953, 3.840], [14.525, -4.707, 6.380], [15.986, -4.395, 5.434], [14.710, -4.200, 8.064], [13.702, -4.159, 5.939], [14.322, -5.771, 6.360], [12.599, -8.381, 2.292], [12.998, -7.766, 3.900], [10.870, -8.252, 1.949], [13.142, -7.799, 1.557], [12.886, -9.424, 2.240]]}

=====

(6)
{"formula": "C3H4P2", "method": "ωB97M-V with the def2-TZVPD basis set", "total_charge": 0, "spin_multiplicity": 3, "gap_ev": [7.9, 8.4], "e_lumo_ev": [-0.04, -1.51], "e_homo_ev": [-7.9529, -9.9361], "relative_energy_kj_mol": 168.8, "elements": ["C", "C", "C", "P", "P", "H", "H", "H", "H"], "positions_angstrom": [[2.458, 0.357, 0.009], [2.973, 0.199, -1.094], [-1.601, -0.059, 0.526], [-0.955, 1.438, 0.234], [-2.960, -0.628, -0.503], [1.818, 0.331, 0.864], [3.614, 0.241, -1.955], [-1.627, -0.665, 1.395], [-3.720, -1.213, 0.522]]}

=====

The following F_max values (in eV/A) correspond, in order, to the records above: 3.6, 1.2, 1.0, 0.6, 1.8, 2.9.